[1]
Below is 2 unconnected molecules or ions with the total composition C5H14 at a distorted geometry, with properties calculated with ωB97M-V with the def2-TZVPD basis set.

As for the frontier orbital gap: 12.2 eV. Its spin multiplicity is 1. Its SMILES is CCC.CC. Its total energy is -198.8672 Eh. The LUMO energy is 1.179 eV. The value obtained for the strongest force on any atom is 1.91 eV Å⁻¹. The value obtained for the energy relative to the best compared isomer or geometry (same formula, charge and spin) is 0.597 eV.

Bonds (Å) are listed after each position.
Atoms and positions in Å:
1 C -0.47222 0.93017 1.78156  C2 1.528, H4 1.095, H5 1.078, H6 1.092
2 C -0.13176 1.90844 0.65774  C1 1.528, C3 1.545, H7 1.106, H8 1.090
3 C -0.59183 1.39852 -0.72575  C2 1.545, H9 1.081, H10 1.096, H11 1.090
4 H -1.55304 0.98770 1.94526  C1 1.095
5 H -0.22174 -0.07432 1.47945  C1 1.078
6 H 0.03411 1.12064 2.73000  C1 1.092
7 H 0.95512 2.11246 0.62394  C2 1.106
8 H -0.44095 2.94159 0.81545  C2 1.090
9 H 0.24258 1.25222 -1.39735  C3 1.081
10 H -1.22859 2.20667 -1.10403  C3 1.096
11 H -1.29033 0.56536 -0.64310  C3 1.090
12 C 0.88199 -1.57341 -1.35179  C13 1.504, H14 1.085, H15 1.097, H16 1.090
13 C 0.29338 -2.45314 -0.28304  C12 1.504, H17 1.096, H18 1.089, H19 1.099
14 H 1.60894 -0.92031 -0.87946  C12 1.085
15 H 1.42485 -2.12926 -2.12680  C12 1.097
16 H 0.09975 -1.12652 -1.96453  C12 1.090
17 H 0.97209 -2.75656 0.52165  C13 1.096
18 H -0.52854 -1.90403 0.17391  C13 1.089
19 H -0.01951 -3.46113 -0.58878  C13 1.099

---

[2]
Below is 2 unconnected molecules or ions with the total composition C5H14 at a distorted geometry, with properties calculated with ωB97M-V with the def2-TZVPD basis set.

As for the frontier orbital gap: 12.5 eV. Its spin multiplicity is 1. Its SMILES is CCC.CC. Its total energy is -198.8761 Eh. The LUMO energy is 1.123 eV. The value obtained for the strongest force on any atom is 1.33 eV Å⁻¹. The value obtained for the energy relative to the best compared isomer or geometry (same formula, charge and spin) is 0.355 eV.

Bonds (Å) are listed after each position.
Atoms and positions in Å:
1 C 0.30439 0.62380 1.83622  C2 1.526, H4 1.092, H5 1.092, H6 1.091
2 C 1.74567 0.15122 1.66846  C1 1.526, C3 1.561, H7 1.094, H8 1.090
3 C 2.29642 0.33752 0.21932  C2 1.561, H9 1.083, H10 1.096, H11 1.086
4 H -0.13381 0.30409 2.78440  C1 1.092
5 H 0.24391 1.71293 1.79236  C1 1.092
6 H -0.30895 0.24710 1.01608  C1 1.091
7 H 1.80214 -0.91125 1.92478  C2 1.094
8 H 2.42192 0.69495 2.32886  C2 1.090
9 H 2.97338 1.18154 0.16656  C3 1.083
10 H 1.47988 0.42765 -0.50596  C3 1.096
11 H 2.79070 -0.58914 -0.05665  C3 1.086
12 C -1.89005 0.03417 -1.29326  C13 1.532, H14 1.090, H15 1.087, H16 1.085
13 C -2.23197 -1.13742 -2.21875  C12 1.532, H17 1.096, H18 1.092, H19 1.088
14 H -0.88034 0.38000 -1.51380  C12 1.090
15 H -2.50668 0.89120 -1.55265  C12 1.087
16 H -2.00610 -0.34658 -0.28400  C12 1.085
17 H -3.31532 -1.22232 -2.36405  C13 1.096
18 H -1.99020 -2.10647 -1.77627  C13 1.092
19 H -1.72058 -1.14933 -3.17950  C13 1.088

---

[3]
Below is 2 unconnected molecules or ions with the total composition C5H14, with properties calculated with ωB97M-V with the def2-TZVPD basis set.

As for the frontier orbital gap: 12.4 eV. Its spin multiplicity is 1. Its SMILES is CCC.CC. Its total energy is -198.8831 Eh. The LUMO energy is 1.115 eV. The value obtained for the strongest force on any atom is 0.98 eV Å⁻¹. The value obtained for the energy relative to the best compared isomer or geometry (same formula, charge and spin) is 0.164 eV.

Bonds (Å) are listed after each position.
Atoms and positions in Å:
1 C -1.24259 1.41298 -1.31794  C2 1.512, H4 1.093, H5 1.093, H6 1.088
2 C 0.08193 1.19172 -0.62221  C1 1.512, C3 1.522, H7 1.093, H8 1.091
3 C 0.99608 2.40553 -0.71103  C2 1.522, H9 1.095, H10 1.089, H11 1.093
4 H -1.11870 1.77249 -2.34299  C1 1.093
5 H -1.80266 2.18984 -0.79118  C1 1.093
6 H -1.84726 0.51028 -1.36731  C1 1.088
7 H -0.06260 0.98222 0.44061  C2 1.093
8 H 0.63924 0.33701 -1.00784  C2 1.091
9 H 0.48302 3.33465 -0.44046  C3 1.095
10 H 1.87175 2.31409 -0.07048  C3 1.089
11 H 1.30835 2.63227 -1.73365  C3 1.093
12 C -0.03988 -2.04513 1.90681  C13 1.521, H14 1.089, H15 1.096, H16 1.086
13 C 0.15803 -2.70779 0.55268  C12 1.521, H17 1.087, H18 1.092, H19 1.097
14 H -0.56092 -1.08874 1.88346  C12 1.089
15 H -0.60095 -2.66974 2.61120  C12 1.096
16 H 0.91238 -1.92024 2.41380  C12 1.086
17 H -0.59456 -2.48912 -0.20115  C13 1.087
18 H 0.31728 -3.77749 0.70113  C13 1.092
19 H 1.10205 -2.38484 0.09656  C13 1.097

---

Among the records above, which one has the lowest energy relative to the best compared isomer or geometry (same formula, charge and spin)? number 3

---

Which of these has the lowest frontier orbital gap? number 1

---

Please write out number 1 again, unchanged.
Below is 2 unconnected molecules or ions with the total composition C5H14 at a distorted geometry, with properties calculated with ωB97M-V with the def2-TZVPD basis set.

As for the frontier orbital gap: 12.2 eV. Its spin multiplicity is 1. Its SMILES is CCC.CC. Its total energy is -198.8672 Eh. The LUMO energy is 1.179 eV. The value obtained for the strongest force on any atom is 1.91 eV Å⁻¹. The value obtained for the energy relative to the best compared isomer or geometry (same formula, charge and spin) is 0.597 eV.

Bonds (Å) are listed after each position.
Atoms and positions in Å:
1 C -0.47222 0.93017 1.78156  C2 1.528, H4 1.095, H5 1.078, H6 1.092
2 C -0.13176 1.90844 0.65774  C1 1.528, C3 1.545, H7 1.106, H8 1.090
3 C -0.59183 1.39852 -0.72575  C2 1.545, H9 1.081, H10 1.096, H11 1.090
4 H -1.55304 0.98770 1.94526  C1 1.095
5 H -0.22174 -0.07432 1.47945  C1 1.078
6 H 0.03411 1.12064 2.73000  C1 1.092
7 H 0.95512 2.11246 0.62394  C2 1.106
8 H -0.44095 2.94159 0.81545  C2 1.090
9 H 0.24258 1.25222 -1.39735  C3 1.081
10 H -1.22859 2.20667 -1.10403  C3 1.096
11 H -1.29033 0.56536 -0.64310  C3 1.090
12 C 0.88199 -1.57341 -1.35179  C13 1.504, H14 1.085, H15 1.097, H16 1.090
13 C 0.29338 -2.45314 -0.28304  C12 1.504, H17 1.096, H18 1.089, H19 1.099
14 H 1.60894 -0.92031 -0.87946  C12 1.085
15 H 1.42485 -2.12926 -2.12680  C12 1.097
16 H 0.09975 -1.12652 -1.96453  C12 1.090
17 H 0.97209 -2.75656 0.52165  C13 1.096
18 H -0.52854 -1.90403 0.17391  C13 1.089
19 H -0.01951 -3.46113 -0.58878  C13 1.099